ORCA calculation (ωB97M-V/def2-TZVPD) on a 7-piece molecular cluster, C62H136N3O5P2 overall in a non-equilibrium geometry.

Computed properties:
Kohn-Sham gap: 6.010 eV
HOMO level: -11.56 eV
net charge: +3

Geometry (Å):
C  -11.1490  -0.5541  2.5147
C  -10.2008  0.4942  1.9000
C  -8.7336  -0.0663  2.0469
C  -7.6639  0.6115  1.2117
N  -6.2280  0.0845  1.5524
C  -5.2023  1.1661  1.2204
C  -4.0315  0.7917  2.1319
C  -4.6613  0.5198  3.4377
C  -6.0667  -0.0753  3.0286
C  -5.9135  -1.1985  0.7660
H  -10.6818  -1.1237  3.3185
H  -11.4911  -1.2073  1.7133
H  -12.0077  -0.0933  3.0028
H  -10.1584  1.3711  2.5469
H  -10.5614  0.7222  0.8988
H  -8.6628  -1.1134  1.7419
H  -8.5228  -0.0108  3.1121
H  -7.7643  1.6872  1.3619
H  -7.6498  0.3857  0.1456
H  -4.9809  1.1966  0.1558
H  -5.7004  2.0419  1.6348
H  -3.4171  -0.0158  1.7348
H  -3.4193  1.6891  2.2371
H  -4.1655  -0.3408  3.8867
H  -4.6734  1.4295  4.0321
H  -6.5377  -0.9575  3.4548
H  -6.5872  0.7261  3.5589
H  -4.9139  -1.4531  1.1115
H  -5.9021  -1.0488  -0.3115
H  -6.7177  -1.8735  1.0509
C  -6.4320  5.7289  -0.5168
C  -5.9468  4.3169  -0.2993
C  -4.9931  3.8362  -1.4426
C  -3.5525  4.4401  -1.4706
N  -2.9059  4.2850  -2.8693
C  -3.5554  5.2378  -3.8944
C  -3.7473  4.3980  -5.1122
C  -4.0078  3.0054  -4.5559
C  -2.9890  2.8983  -3.4518
C  -1.4347  4.6683  -2.7181
H  -5.7549  6.5049  -0.1585
H  -7.2601  5.8557  0.1849
H  -6.8670  5.8829  -1.5036
H  -6.8747  3.7502  -0.3896
H  -5.5340  4.2498  0.7066
H  -5.4803  3.9000  -2.4169
H  -4.8031  2.7601  -1.4790
H  -2.9005  3.9706  -0.7343
H  -3.4770  5.5039  -1.2434
H  -2.8599  6.0529  -4.0859
H  -4.5221  5.5902  -3.5414
H  -2.8924  4.3471  -5.7851
H  -4.6442  4.7338  -5.6326
H  -3.8428  2.2920  -5.3646
H  -5.0205  2.7583  -4.2368
H  -2.0233  2.5305  -3.7931
H  -3.3420  2.2108  -2.6836
H  -0.8379  3.9672  -2.1386
H  -1.4567  5.7169  -2.4281
H  -1.0157  4.6339  -3.7251
C  -0.8349  -3.2323  -2.4496
C  -0.7744  -2.7039  -3.9097
C  -1.8984  -1.7396  -4.1762
C  -3.2902  -2.3749  -4.2336
N  -4.3870  -1.5212  -4.9426
C  -5.7240  -2.1301  -5.1392
C  -6.3031  -1.5172  -6.4433
C  -5.1539  -0.8415  -7.1550
C  -3.9154  -1.3029  -6.3748
C  -4.5282  -0.1836  -4.1878
H  -1.7496  -3.8118  -2.3198
H  -0.7654  -2.4243  -1.7199
H  -0.0250  -3.8920  -2.1350
H  -0.7168  -3.4849  -4.6703
H  0.1946  -2.2104  -4.0071
H  -1.6636  -1.3318  -5.1619
H  -1.8597  -0.9488  -3.4248
H  -3.6134  -2.4935  -3.1991
H  -3.2094  -3.3175  -4.7745
H  -6.3650  -2.0610  -4.2611
H  -5.5552  -3.2053  -5.2201
H  -7.1879  -0.9460  -6.1679
H  -6.6188  -2.2912  -7.1431
H  -5.1249  0.2203  -6.8976
H  -5.0589  -1.0199  -8.2224
H  -3.0565  -0.6395  -6.3697
H  -3.7261  -2.3305  -6.6892
H  -3.5857  0.3427  -4.3074
H  -4.6500  -0.5786  -3.1799
H  -5.3965  0.3348  -4.5881
C  1.1413  1.7892  2.5922
C  2.5890  1.4064  2.8561
C  3.4317  1.3642  1.5847
C  3.4416  2.6418  0.7505
P  4.6212  2.8329  -0.6594
C  6.2781  2.9617  -0.0726
C  7.3100  3.3694  -1.1084
C  8.7113  3.7565  -0.6346
C  9.4308  2.7180  0.2325
C  4.3957  1.3151  -1.7093
C  2.9136  1.0567  -2.0872
C  2.6790  -0.1929  -2.9412
C  3.2881  -1.4697  -2.4568
C  3.9648  4.2368  -1.6966
C  4.3060  4.0730  -3.1692
C  4.0190  5.4116  -3.9734
C  4.2420  5.3074  -5.5177
H  0.6326  1.0209  2.0075
H  0.9025  2.7321  2.0957
H  0.6472  1.8993  3.5582
H  2.6364  0.4124  3.2946
H  3.0919  2.2276  3.3718
H  3.0811  0.4830  1.0353
H  4.4181  0.9688  1.8465
H  3.4682  3.5112  1.4086
H  2.5171  2.5856  0.1714
H  6.4769  1.9321  0.2357
H  6.3385  3.6927  0.7350
H  7.0344  4.3477  -1.5146
H  7.4065  2.7047  -1.9677
H  8.7582  4.6747  -0.0466
H  9.3212  3.9297  -1.5219
H  9.0259  2.7653  1.2442
H  10.5097  2.8552  0.2917
H  9.3042  1.7117  -0.1726
H  4.7541  0.4632  -1.1284
H  5.0875  1.4124  -2.5478
H  2.3635  1.8935  -2.5218
H  2.3328  0.9287  -1.1687
H  3.0359  0.1827  -3.9023
H  1.6137  -0.4248  -2.8957
H  4.3667  -1.5379  -2.6054
H  2.7361  -2.3159  -2.8632
H  3.1835  -1.5558  -1.3714
H  4.4400  5.1510  -1.3343
H  2.8946  4.3360  -1.5169
H  3.6806  3.3231  -3.6539
H  5.3564  3.8989  -3.4040
H  4.7142  6.1651  -3.6031
H  2.9780  5.7058  -3.8298
H  3.7124  4.4690  -5.9683
H  5.3196  5.2435  -5.6746
H  3.9630  6.2197  -6.0442
C  0.4866  -4.1774  0.9616
C  1.1105  -2.8177  0.8971
C  1.9533  -2.4147  2.0975
C  3.3776  -2.9793  1.9839
P  4.0241  -3.3266  3.6823
C  5.8584  -3.8400  3.5354
C  6.1176  -5.0404  2.5564
C  7.6069  -5.3027  2.2641
C  8.3117  -4.2247  1.4280
C  3.0671  -4.6644  4.5541
C  2.9244  -6.0032  3.7750
C  2.8600  -7.2570  4.6064
C  2.5112  -8.4832  3.7220
C  4.0510  -1.6957  4.5432
C  4.9094  -1.5229  5.8535
C  4.9632  -0.1551  6.4958
C  5.5752  -0.0304  7.8702
H  1.2949  -4.9088  1.0674
H  -0.0616  -4.5261  0.0887
H  -0.0864  -4.2229  1.8891
H  0.2474  -2.1730  0.7056
H  1.6630  -2.6966  -0.0402
H  1.4786  -2.7346  3.0309
H  2.0654  -1.3657  2.3802
H  4.1037  -2.4111  1.4019
H  3.3744  -3.9923  1.5729
H  6.1588  -4.1974  4.5189
H  6.3394  -2.9452  3.1407
H  5.5687  -5.0656  1.6116
H  5.6417  -5.8972  3.0373
H  7.6162  -6.1700  1.6026
H  8.1528  -5.4912  3.1883
H  7.8418  -4.1622  0.4422
H  9.2369  -4.6661  1.0541
H  8.3621  -3.2642  1.9360
H  2.1249  -4.1637  4.7981
H  3.4695  -4.8314  5.5563
H  3.6869  -6.0478  2.9984
H  1.9703  -5.8157  3.2768
H  2.1886  -7.2295  5.4664
H  3.8136  -7.4034  5.1192
H  3.1087  -9.3294  4.0654
H  2.8122  -8.3157  2.6861
H  1.5035  -8.8926  3.6581
H  3.0090  -1.4825  4.8027
H  4.4014  -1.0098  3.7680
H  5.9572  -1.7999  5.7203
H  4.3885  -2.1638  6.5689
H  3.9175  0.1681  6.4874
H  5.3862  0.4977  5.7247
H  6.5568  -0.5007  7.9067
H  4.8184  -0.4300  8.5482
H  5.6429  0.9836  8.2650
C  -1.0745  -0.6808  4.1880
C  -0.2092  -1.8085  4.7529
O  0.6209  -1.4117  5.5912
O  -0.5425  -2.9943  4.5217
H  -0.6229  -0.2691  3.2841
H  -1.3255  0.0744  4.9306
H  -1.9950  -1.1592  3.8442
O  -1.7556  -0.4559  0.5522
C  -2.1146  0.0330  -0.6742
O  -1.3745  0.9131  -1.1806
O  -3.0696  -0.5506  -1.2134
H  -0.9820  0.1351  0.5556